(1)
# C3H9NS

2 unconnected molecules or ions with the total composition C3H9NS (the ωB97M-V functional and the def2-TZVPD basis, the Open Molecules 2025 dataset).

ORCA input file:
```
! RIJCOSX wB97M-V def2-TZVPD def2/J DEFGRID3
* xyz 0 1
H 0.92 1.78 0.37
C -1.09 0.28 1.19
H -1.37 1.26 0.83
S 0.97 -0.86 -2.29
H -1.16 -1.35 -1.20
H -0.93 0.42 -1.59
N 1.17 0.76 0.49
H -2.13 -0.32 1.03
C -0.37 -0.44 -1.14
H 0.49 -1.15 0.68
C 0.05 -0.18 0.38
H -0.65 0.34 2.27
H 2.46 -1.02 -0.59
H 1.63 0.48 -0.44
*
```

- HOMO (eV) = -9.19
- DFT total energy (eV) = -15577.909
- LUMO energy (eV) = -1.83

***

(2)
# C3H9NS2

2 unconnected molecules or ions with the total composition C3H9NS2 (the ωB97M-V functional and the def2-TZVPD basis, the Open Molecules 2025 dataset).

ORCA input file:
```
! RIJCOSX wB97M-V def2-TZVPD def2/J DEFGRID3
* xyz 0 1
C 0.82 -5.02 1.55
H -1.99 6.21 -1.35
S -2.24 3.41 -0.38
N 0.56 -3.77 0.94
H -0.10 -5.57 1.73
H -0.99 5.22 -2.44
H 0.83 -2.42 -0.44
C 1.32 -3.24 0.07
C -1.01 5.81 -1.53
H -1.61 2.25 -0.05
H -0.14 6.46 -1.46
S -0.72 4.74 -0.04
H 2.33 -3.57 -0.13
H 1.57 -5.66 1.05
H 1.38 -4.87 2.48
*
```

- HOMO (eV) = -8.38
- DFT total energy (eV) = -26415.888
- LUMO energy (eV) = 0.62

***

ΔE to the lowest compared entry with this formula, charge and spin, respectively: 426.66; 172.58 kJ/mol.